[1]
DFT (the ωB97M-V functional and the def2-TZVPD basis) results for 7 unconnected molecules or ions with the total composition C45H100F4N7O8S4 at a distorted geometry.

Properties
LUMO level	-5.91	eV
Kohn-Sham gap	6.1	eV
relative energy (zero: lowest compared OMol25 entry of this formula, charge and spin)	0.0	kJ/mol
max |F|	4.0	eV Å⁻¹
total charge	+3

Element x y z (Å)
C -4.06686 1.27213 -4.87866
C -4.20464 -0.21739 -4.59815
C -3.52424 -0.62395 -3.30441
N -4.13290 -1.86365 -2.64065
C -5.51957 -1.71994 -2.06076
C -5.54319 -0.88928 -0.81145
C -4.63532 -1.41191 0.30730
C -3.23279 -1.71967 -0.19798
C -3.13267 -2.34723 -1.58387
C -4.10435 -2.96082 -3.64087
H -3.09040 1.46183 -5.34462
H -4.17951 1.99036 -4.07106
H -4.73651 1.53092 -5.70148
H -3.90686 -0.83094 -5.44753
H -5.27621 -0.44518 -4.53449
H -3.39498 0.13665 -2.53333
H -2.51196 -0.98404 -3.49047
H -6.08232 -1.27286 -2.87847
H -5.86087 -2.74093 -1.88674
H -5.21523 0.13584 -1.00847
H -6.55276 -0.82782 -0.40805
H -4.60318 -0.58398 1.01566
H -5.09023 -2.26523 0.81755
H -2.70585 -0.76265 -0.18506
H -2.69948 -2.45208 0.41162
H -2.13843 -2.16975 -1.99001
H -3.19099 -3.43431 -1.53861
H -3.13741 -3.04789 -4.12367
H -4.91400 -2.81602 -4.35773
H -4.37912 -3.90171 -3.16725
C 0.78546 -3.89372 -0.18123
C 1.80221 -4.91766 0.39570
C 2.03251 -6.03481 -0.58267
N 2.94323 -7.16608 -0.12933
C 2.19970 -7.91698 0.96807
C 2.96857 -9.13987 1.44857
C 3.29876 -10.10004 0.31708
C 3.93009 -9.39884 -0.87389
C 3.18899 -8.13562 -1.26032
C 4.21996 -6.62604 0.45502
H -0.18582 -4.38380 -0.20639
H 1.17206 -3.59212 -1.15448
H 0.74966 -3.02643 0.47127
H 1.32377 -5.23603 1.32849
H 2.72275 -4.44684 0.74026
H 2.53088 -5.67232 -1.48954
H 1.15418 -6.55709 -0.96529
H 1.25886 -8.21647 0.50437
H 2.03342 -7.23582 1.79647
H 2.33770 -9.57218 2.22433
H 3.93427 -8.86080 1.87567
H 2.47069 -10.76251 0.04370
H 3.97375 -10.86153 0.71924
H 3.91082 -10.04536 -1.75286
H 4.99506 -9.23277 -0.70456
H 2.20398 -8.27940 -1.70364
H 3.79292 -7.58821 -1.98940
H 4.93587 -7.43659 0.38233
H 4.08943 -6.32176 1.48565
H 4.54117 -5.82174 -0.20301
C -3.03390 5.18644 -3.15919
C -1.86650 4.20380 -3.25537
C -1.17276 4.28261 -4.59668
N 0.16412 3.58740 -4.79988
C -0.00932 2.14799 -4.37686
C 1.22594 1.33301 -4.77518
C 1.37159 1.40781 -6.29354
C 1.56954 2.85565 -6.72431
C 0.42660 3.71464 -6.28786
C 1.23134 4.25406 -3.99011
H -2.71170 6.16218 -3.52956
H -3.37300 5.30055 -2.13266
H -3.86867 4.86138 -3.78255
H -2.27876 3.20693 -3.08864
H -1.14617 4.43486 -2.46435
H -0.99945 5.34313 -4.80409
H -1.81876 3.95753 -5.41242
H -0.83790 1.74094 -4.95879
H -0.25218 2.12364 -3.31902
H 1.29680 0.28684 -4.47950
H 2.13267 1.72409 -4.29690
H 0.47267 0.98771 -6.75969
H 2.19291 0.76869 -6.61545
H 1.73469 2.81905 -7.80276
H 2.54178 3.18643 -6.34796
H -0.46025 3.49279 -6.87940
H 0.55686 4.79136 -6.42121
H 0.99323 5.31723 -4.09159
H 2.13292 4.25285 -4.59660
H 1.21502 3.89934 -2.96984
C 2.23274 -4.14099 6.35813
C 1.52473 -2.82590 6.63747
C 0.16164 -2.79915 5.98568
N -0.69083 -1.61925 6.30003
C -2.00077 -1.85556 5.56262
C -1.92738 -1.82085 4.03153
C -1.27701 -0.51202 3.61936
C 0.06944 -0.27325 4.28343
C -0.07835 -0.34013 5.80129
C -1.05253 -1.49992 7.74424
H 2.39935 -4.28379 5.28403
H 1.63278 -4.98823 6.69421
H 3.20874 -4.21541 6.83122
H 2.15756 -1.95166 6.46041
H 1.47830 -2.74875 7.73248
H -0.40502 -3.68396 6.28552
H 0.32045 -2.93218 4.91784
H -2.41384 -2.78540 5.95420
H -2.68668 -1.07375 5.89502
H -1.33554 -2.65787 3.66251
H -2.97100 -1.88622 3.72792
H -1.04748 -0.55095 2.55107
H -1.91428 0.36492 3.73744
H 0.88815 -0.91653 3.95243
H 0.38708 0.75259 4.08873
H 0.82068 -0.10840 6.36879
H -0.79283 0.44494 6.06685
H -0.13090 -1.38636 8.30743
H -1.47879 -2.45644 8.04734
H -1.78689 -0.71295 7.86210
C 1.06832 6.74842 -0.63752
C 2.14603 6.16925 0.26525
C 2.14326 4.64783 0.25906
N 3.48568 4.04907 0.65482
C 4.00080 4.54733 1.99189
C 3.03203 4.31355 3.10987
C 2.93090 2.79859 3.29451
C 2.50455 2.11693 1.99657
C 3.31642 2.55367 0.77340
C 4.51680 4.31327 -0.37214
H 0.06862 6.36623 -0.43116
H 1.32673 6.53814 -1.68038
H 0.98963 7.81712 -0.44827
H 1.82093 6.40656 1.28736
H 3.13227 6.62046 0.18789
H 1.97874 4.23354 -0.74057
H 1.42950 4.17742 0.92591
H 4.17688 5.60298 1.78912
H 4.94161 4.03630 2.19027
H 2.05488 4.79727 3.02282
H 3.38939 4.75614 4.04282
H 2.29242 2.44551 4.10120
H 3.96604 2.50676 3.51400
H 1.42962 2.24408 1.85436
H 2.67272 1.04067 2.08286
H 2.85449 2.17813 -0.13845
H 4.30462 2.10427 0.88450
H 4.67943 5.37727 -0.52437
H 4.17860 3.88118 -1.31111
H 5.46020 3.90262 -0.02059
N 0.34085 1.73591 -0.93520
S -0.95793 2.00999 -0.10570
O -0.87653 1.53761 1.24429
O -2.21045 1.89128 -0.77654
F -0.82538 3.55242 0.09027
S 0.45361 0.13053 -1.06280
O -0.52218 -0.48685 -1.90380
O 0.90751 -0.61051 0.06528
F 1.74096 0.20318 -1.98511
N -3.95549 6.73829 2.36422
S -4.14659 8.34438 2.33725
O -4.59433 8.86326 1.09155
O -3.23860 9.06303 3.16207
F -5.46714 8.36087 3.24720
S -2.61083 6.62748 1.49069
O -1.37725 7.01934 2.10103
O -2.74146 6.77514 0.07875
F -2.48375 5.02753 1.70538

---

[2]
DFT (the ωB97M-V functional and the def2-TZVPD basis) results for 7 unconnected molecules or ions with the total composition C45H102N6O7 at a distorted geometry.

Properties
structure (SMILES)	CC1(C)CCCC(C)(C)N1O.CC1(C)CCCC(C)(C)N1O.CC1(C)CCCC(C)(C)N1O.CC1(C)CCCC(C)(C)N1O.COC[C@H](C)N.COC[C@H](C)N.CO
LUMO level	0.47	eV
Kohn-Sham gap	9.0	eV
relative energy (zero: lowest compared OMol25 entry of this formula, charge and spin)	93.6	kJ/mol
max |F|	3.2	eV Å⁻¹
total charge	0

Element x y z (Å)
C -3.86817 2.86301 0.00912
C -3.81636 1.41682 0.46205
C -4.38238 0.53427 -0.66239
C -2.37995 0.90459 0.84494
C -1.94555 1.37732 2.22785
C -2.98098 1.02302 3.30253
C -4.43749 1.37387 2.96065
C -5.38326 0.63556 3.88358
C -4.58741 2.87566 3.23577
N -4.70962 1.00731 1.58300
O -6.08124 1.33933 1.20877
H -3.28201 2.93838 -0.92889
H -4.89194 3.16757 -0.24737
H -3.38603 3.57940 0.65162
H -3.93149 0.60112 -1.67195
H -4.27954 -0.50842 -0.35711
H -5.46410 0.71681 -0.72178
H -2.37390 -0.18213 0.84374
H -1.61637 1.23765 0.11152
H -0.96333 0.94187 2.46011
H -1.84914 2.48421 2.19560
H -2.82150 1.55892 4.24208
H -2.94985 -0.06109 3.47675
H -6.38356 1.15872 3.84188
H -4.94794 0.69348 4.85450
H -5.41860 -0.42167 3.58304
H -3.64858 3.44435 2.99353
H -4.79411 3.00083 4.30009
H -5.40149 3.37086 2.65355
H -6.16949 2.30951 1.26348
C -1.37892 -5.11581 -5.73052
C -1.32302 -3.67209 -5.13146
C -1.20667 -2.73268 -6.29491
C -2.55283 -3.28430 -4.39065
C -2.73382 -4.03360 -3.08573
C -1.50137 -3.78259 -2.15231
C -0.22342 -4.21700 -2.83408
C 0.88182 -3.53972 -1.96338
C -0.03525 -5.70827 -2.92511
N -0.17134 -3.47044 -4.19273
O 1.02350 -3.78290 -4.86374
H -2.14579 -5.74671 -5.27769
H -1.55633 -5.08236 -6.78056
H -0.36954 -5.64412 -5.58373
H -2.06214 -3.00273 -6.93403
H -1.29626 -1.71225 -6.13298
H -0.29920 -2.99375 -6.83930
H -2.59112 -2.22175 -4.15146
H -3.36246 -3.38259 -5.15728
H -3.65466 -3.71905 -2.56102
H -2.74296 -5.10966 -3.28840
H -1.63051 -4.39159 -1.33419
H -1.47600 -2.78292 -1.78899
H 1.87224 -3.60198 -2.36241
H 0.82058 -3.90860 -0.96080
H 0.66053 -2.44585 -1.98530
H -0.67872 -6.14558 -3.69379
H -0.28418 -6.10223 -1.93063
H 0.99932 -5.85410 -3.14708
H 1.34396 -2.88746 -5.04083
C 0.58865 3.81037 -0.57450
C 1.82871 4.42451 -1.12822
C 1.68604 5.90216 -0.76818
C 2.99918 3.91616 -0.26921
C 4.36961 4.04235 -0.88083
C 4.43807 3.52851 -2.31291
C 3.40265 4.29920 -3.14458
C 3.79253 5.75390 -3.25784
C 3.31994 3.78143 -4.54263
N 2.08383 4.05574 -2.54237
O 1.06596 4.51869 -3.41970
H -0.26985 4.18628 -1.09283
H 0.62409 2.72275 -0.82875
H 0.51253 4.00912 0.51374
H 1.18305 6.02979 0.20206
H 2.68164 6.46340 -0.64834
H 1.06836 6.50560 -1.48450
H 3.01381 4.38128 0.73380
H 2.84766 2.85424 -0.05886
H 4.77220 5.06813 -0.84116
H 5.05923 3.53836 -0.19451
H 4.10438 2.44709 -2.32489
H 5.41637 3.69274 -2.75952
H 2.91594 6.33034 -3.64357
H 4.53378 5.88980 -4.07233
H 4.17331 6.20884 -2.32991
H 2.91071 2.79080 -4.56289
H 4.31370 3.78883 -5.06872
H 2.70610 4.38710 -5.29293
H 0.71460 5.31144 -2.89170
C 0.24371 -1.72657 6.21360
C -0.45190 -2.99152 5.69597
C -1.06519 -3.70139 6.88037
C -1.55391 -2.59612 4.73048
C -1.00668 -2.21410 3.35039
C -0.02433 -3.23225 2.79728
C 1.08773 -3.72708 3.74060
C 1.66366 -5.05267 3.30588
C 2.18609 -2.64323 3.79965
N 0.45168 -4.03364 5.07618
O 1.47978 -4.37782 5.99466
H 0.51437 -0.98462 5.44090
H -0.41791 -1.27607 6.96702
H 1.09707 -2.06800 6.77642
H -0.35747 -3.76250 7.73601
H -1.94784 -3.17032 7.16781
H -1.31215 -4.68277 6.51919
H -2.30360 -3.39541 4.70923
H -2.15619 -1.71609 5.16098
H -1.85908 -2.03072 2.62224
H -0.51761 -1.26102 3.52290
H 0.36388 -3.04483 1.80390
H -0.66286 -4.12064 2.62632
H 2.69887 -5.00005 3.51398
H 1.71289 -5.08966 2.21796
H 1.07640 -5.89014 3.69343
H 1.84689 -1.59333 3.61556
H 2.92612 -2.81084 3.04005
H 2.66877 -2.64682 4.78859
H 1.28610 -5.27176 6.20272
C 0.01256 1.95177 5.19654
O 0.94846 1.27954 4.38271
C 1.84346 2.09770 3.63032
C 3.13411 1.21135 3.24099
C 3.99192 1.01970 4.51277
N 3.97449 1.92476 2.22365
H -0.78407 2.49500 4.68098
H 0.54045 2.67155 5.84412
H -0.32653 1.16273 5.86991
H 1.40200 2.46351 2.73751
H 2.28211 2.95753 4.13023
H 2.87461 0.25134 2.78710
H 4.42730 1.99462 4.77345
H 4.76093 0.23612 4.46545
H 3.37620 0.74573 5.35867
H 4.92987 1.60224 2.42136
H 3.67492 1.65287 1.31832
C 1.56674 0.97231 -7.19927
O 1.47114 0.39571 -5.93278
C 0.31347 0.83745 -5.28213
C 0.31146 0.23524 -3.92104
C -1.03630 0.40607 -3.29615
N 1.44174 0.55836 -3.07770
H 0.69325 0.85521 -7.86340
H 2.35201 0.52422 -7.78318
H 1.77998 2.02876 -7.10517
H 0.29485 1.91604 -5.28358
H -0.53879 0.43916 -5.80268
H 0.44700 -0.81938 -4.07086
H -1.01234 0.11372 -2.23056
H -1.77053 -0.17683 -3.77577
H -1.38926 1.45361 -3.20768
H 1.54534 1.52922 -2.85311
H 2.32038 0.40938 -3.62721
C 0.88773 -0.71932 0.32478
O 1.87751 0.15557 -0.21239
H 1.01280 -0.68850 1.41924
H -0.15534 -0.35677 0.12350
H 0.98285 -1.75609 -0.04222
H 1.83741 0.13537 -1.18341

---

[3]
DFT (the ωB97M-V functional and the def2-TZVPD basis) results for 7 unconnected molecules or ions with the total composition C45H102N6O7 at a distorted geometry.

Properties
structure (SMILES)	CC1(C)CCCC(C)(C)N1O.CC1(C)CCCC(C)(C)N1O.CC1(C)CCCC(C)(C)N1O.CC1(C)CCCC(C)(C)N1O.COC[C@H](C)N.COC[C@H](C)N.CO
LUMO level	0.42	eV
Kohn-Sham gap	8.5	eV
relative energy (zero: lowest compared OMol25 entry of this formula, charge and spin)	262.4	kJ/mol
max |F|	3.4	eV Å⁻¹
total charge	0

Element x y z (Å)
C 19.52574 11.01303 16.38732
C 18.68795 12.06775 15.66128
C 19.71324 13.07934 15.06546
C 17.93579 11.40508 14.47072
C 16.68280 10.61017 14.81436
C 15.69080 11.47482 15.60128
C 16.34327 12.06357 16.87877
C 15.37540 13.11122 17.31150
C 16.41510 10.90813 17.91725
N 17.64003 12.73504 16.46326
O 18.15554 13.45374 17.52418
H 20.49434 10.79241 15.93872
H 19.72724 11.29995 17.41940
H 18.87524 10.14465 16.49150
H 20.27022 12.69192 14.21236
H 19.21488 14.02538 14.85390
H 20.53966 13.25597 15.75390
H 17.74867 12.22967 13.78288
H 18.55174 10.67057 13.95186
H 16.13296 10.30989 13.92240
H 16.92816 9.67021 15.30870
H 14.87614 10.78042 15.80684
H 15.22798 12.26551 15.01076
H 15.74114 13.60112 18.21390
H 14.40048 12.70934 17.58742
H 15.22880 13.88083 16.55367
H 17.11164 10.07371 17.83566
H 15.41070 10.49251 17.83638
H 16.36739 11.11287 18.98678
H 18.49346 12.76590 18.10236
C 15.26332 18.28124 8.57362
C 16.52927 17.37740 8.67883
C 17.71436 18.18911 8.03980
C 16.92454 17.19031 10.19350
C 16.04646 16.16583 10.91156
C 15.97466 14.84651 10.17272
C 15.53494 14.97088 8.65692
C 15.86820 13.53692 8.08168
C 14.00186 15.23241 8.52068
N 16.37689 16.06163 8.01220
O 16.21018 16.11976 6.65350
H 14.72246 18.23543 9.51885
H 15.49002 19.32141 8.33961
H 14.61988 17.93049 7.76674
H 17.83284 19.18126 8.47533
H 18.63587 17.61197 8.11602
H 17.59868 18.30349 6.96200
H 17.98118 16.92504 10.22880
H 16.80095 18.18785 10.61508
H 16.44295 16.02602 11.91722
H 15.05842 16.61203 11.02466
H 15.16434 14.30319 10.65882
H 16.91171 14.31744 10.34630
H 15.73478 13.42500 7.00568
H 15.31254 12.70162 8.50784
H 16.93213 13.32764 8.19276
H 13.68570 16.11058 9.08366
H 13.49602 14.35331 8.91994
H 13.63426 15.37912 7.50508
H 16.95112 15.60281 6.32892
C 21.35350 10.60701 11.96272
C 22.48896 10.17941 10.98996
C 23.69344 9.75808 11.85736
C 21.80744 9.02474 10.23675
C 22.61490 8.49942 8.92742
C 22.74536 9.69490 7.97040
C 23.37152 10.95595 8.66600
C 24.89598 10.75091 8.66222
C 23.03072 12.14907 7.74014
N 22.82714 11.19224 9.98466
O 23.04752 12.49738 10.53764
H 21.69258 11.30826 12.72520
H 20.44512 11.04456 11.54860
H 21.03282 9.72612 12.51886
H 23.56224 9.01490 12.64386
H 24.42652 9.30548 11.18966
H 24.29512 10.56825 12.26932
H 21.75288 8.19006 10.93562
H 20.79184 9.27084 9.92677
H 23.61684 8.14670 9.17192
H 21.95470 7.72120 8.54450
H 21.80188 9.96831 7.49796
H 23.39912 9.39209 7.15250
H 25.38286 11.55934 9.20764
H 25.21428 10.61394 7.62878
H 25.22448 9.80042 9.08266
H 21.97186 12.40226 7.68682
H 23.39324 11.96375 6.72904
H 23.47344 13.12906 7.91820
H 23.77604 12.36039 11.14764
C 12.78366 9.59749 13.14002
C 11.57286 10.60603 13.31888
C 11.13238 10.66124 14.80758
C 12.05262 11.97689 12.86876
C 12.25608 12.18682 11.40316
C 10.98728 11.77106 10.71942
C 10.50126 10.30670 11.03762
C 9.03110 10.21909 10.43308
C 11.40898 9.14428 10.32038
N 10.40004 10.21481 12.52688
O 9.91140 8.99562 12.89776
H 13.40618 9.60537 12.24532
H 13.59686 9.70013 13.85854
H 12.36942 8.60936 13.34024
H 11.04590 9.70551 15.32450
H 11.79762 11.34242 15.33820
H 10.14470 11.11465 14.89142
H 11.29090 12.74218 13.01782
H 12.85440 12.49420 13.39566
H 12.48618 13.24273 11.26098
H 13.08012 11.54209 11.09756
H 11.17388 11.88438 9.65150
H 10.17822 12.42868 11.03734
H 8.46096 9.34268 10.74122
H 9.01066 10.35312 9.35154
H 8.46894 11.08119 10.79206
H 12.46004 9.40179 10.18981
H 10.98564 8.68592 9.42663
H 11.53048 8.38911 11.09694
H 9.09732 9.26162 13.33146
C 18.48852 7.67298 13.83912
O 17.28118 7.71934 13.10174
C 17.54456 7.91801 11.63426
C 16.21740 8.26903 10.86300
C 15.12568 7.16660 10.84260
N 16.55047 8.55379 9.50264
H 18.89730 8.67124 13.99556
H 19.25040 7.01862 13.41550
H 18.21728 7.20563 14.78574
H 18.38625 8.60389 11.53830
H 17.89738 6.94192 11.30130
H 15.75108 9.17360 11.25336
H 15.09824 6.44047 10.03014
H 14.09950 7.47158 11.04762
H 15.40658 6.63952 11.75440
H 15.70162 8.92119 9.09700
H 17.13006 9.37548 9.59754
C 22.21544 15.95904 7.52880
O 21.24554 15.04953 8.12832
C 21.05598 15.08625 9.53450
C 19.76864 14.33457 9.99377
C 19.62654 14.48667 11.54356
N 19.95500 12.87872 9.78663
H 21.95042 16.96556 7.85250
H 21.92076 15.90774 6.48066
H 23.24474 15.69922 7.77606
H 22.00694 14.82070 9.99630
H 20.91218 16.09369 9.92498
H 18.90307 14.73684 9.46740
H 18.68136 14.02143 11.82336
H 19.65050 15.54339 11.80980
H 20.44606 14.01000 12.08140
H 20.89910 12.65321 10.06574
H 20.03662 12.88713 8.77995
C 16.89590 11.61413 11.08456
O 17.80690 11.21679 10.07293
H 17.14451 12.49110 11.68222
H 15.90402 11.71069 10.64304
H 16.70304 10.85883 11.84642
H 18.55482 11.81845 10.08750

---

Look up the max |F| of the first one.
4.0 eV Å⁻¹